A molecular structure, C28H78B2MnO14, computed with ωB97M-V/def2-TZVPD.

Last column: Mulliken charge in e.
Cartesian coordinates (Å):
Mn (0.60, 1.41, 2.22)  0.49
B (-0.38, 0.11, 0.83)  4.73
H (0.27, -0.53, 1.40)  -1.27
H (-0.97, 0.71, 1.50)  -1.28
H (0.21, 0.79, 0.23)  -1.06
H (-1.07, -0.42, 0.19)  -0.70
B (1.02, 3.34, 1.17)  2.13
H (0.89, 3.44, 2.23)  -0.80
H (1.28, 4.27, 0.69)  -0.30
H (1.82, 2.62, 1.13)  -0.45
H (0.13, 2.90, 0.75)  -1.12
C (-1.96, 3.49, 2.92)  -1.10
O (-1.14, 2.37, 3.32)  0.27
C (-2.03, 1.38, 3.85)  -0.66
C (-1.17, 0.44, 4.62)  -0.98
O (-0.15, -0.02, 3.75)  0.45
C (0.67, -1.07, 4.18)  -1.06
H (-1.33, 4.16, 2.35)  0.25
H (-2.47, 3.94, 3.78)  0.33
H (-2.79, 3.10, 2.32)  0.34
H (-2.49, 0.81, 3.05)  -0.03
H (-2.80, 1.82, 4.47)  0.67
H (-1.72, -0.38, 5.07)  0.57
H (-0.73, 0.92, 5.50)  0.31
H (1.26, -0.75, 5.04)  0.31
H (1.33, -1.38, 3.37)  0.02
H (0.13, -1.99, 4.40)  0.31
C (1.51, 3.09, 4.95)  -0.95
O (1.76, 2.04, 3.92)  -0.09
C (3.11, 2.00, 3.51)  -0.84
C (3.51, 0.72, 2.75)  -0.64
O (2.59, 0.51, 1.77)  0.17
C (2.79, -0.71, 1.03)  -0.92
H (2.25, 3.09, 5.75)  0.34
H (0.52, 3.00, 5.39)  0.21
H (1.61, 4.04, 4.42)  0.31
H (3.79, 2.10, 4.35)  0.54
H (3.28, 2.88, 2.89)  0.32
H (3.40, -0.15, 3.41)  0.36
H (4.55, 0.72, 2.42)  0.48
H (1.99, -0.93, 0.33)  -0.14
H (2.87, -1.60, 1.66)  0.42
H (3.71, -0.53, 0.47)  0.41
C (-3.65, -1.72, 1.02)  -0.25
O (-3.33, -2.76, 1.92)  -0.51
C (-2.05, -2.61, 2.55)  0.59
C (-1.52, -3.95, 3.00)  -0.54
O (-2.25, -4.61, 4.12)  -0.43
C (-2.02, -5.99, 4.20)  -0.75
H (-2.87, -1.70, 0.26)  -0.19
H (-3.87, -0.77, 1.51)  0.25
H (-4.49, -1.95, 0.37)  0.44
H (-2.24, -2.02, 3.45)  0.06
H (-1.32, -2.05, 1.97)  -0.27
H (-0.49, -3.87, 3.36)  0.27
H (-1.51, -4.53, 2.09)  0.29
H (-2.84, -6.50, 4.71)  0.30
H (-1.19, -6.32, 4.83)  0.30
H (-1.95, -6.53, 3.25)  0.27
C (-0.29, -0.92, -3.06)  -0.81
O (0.57, -2.01, -3.34)  -0.13
C (1.79, -1.58, -3.81)  -0.39
C (2.61, -2.77, -4.26)  -0.66
O (1.89, -3.33, -5.33)  -0.33
C (2.41, -4.59, -5.86)  -0.85
H (-0.63, -0.28, -3.87)  0.43
H (0.25, -0.25, -2.39)  0.10
H (-1.21, -1.22, -2.56)  0.27
H (2.31, -1.13, -2.97)  0.15
H (1.62, -0.84, -4.59)  0.48
H (2.85, -3.48, -3.47)  0.27
H (3.55, -2.42, -4.67)  0.52
H (2.53, -5.34, -5.09)  0.33
H (3.35, -4.42, -6.39)  0.32
H (1.60, -5.04, -6.43)  0.27
C (0.93, -6.18, 0.09)  -0.80
O (0.41, -5.00, 0.58)  -0.27
C (0.23, -3.95, -0.40)  0.96
C (-1.16, -4.18, -1.09)  -0.40
O (-1.07, -5.22, -2.08)  -0.49
C (-0.44, -4.87, -3.29)  -0.47
H (0.30, -6.61, -0.69)  0.31
H (0.82, -6.91, 0.90)  0.30
H (1.98, -6.08, -0.18)  0.22
H (1.03, -3.86, -1.13)  0.51
H (0.20, -2.96, 0.06)  -1.06
H (-1.49, -3.23, -1.50)  0.15
H (-1.89, -4.55, -0.38)  0.30
H (0.59, -4.55, -3.14)  0.14
H (-0.89, -4.06, -3.86)  0.24
H (-0.54, -5.74, -3.94)  0.39
C (0.61, 5.18, -2.42)  -0.74
O (0.68, 3.93, -3.13)  -0.36
C (1.26, 2.83, -2.39)  0.79
C (2.76, 2.94, -1.86)  -0.37
O (3.82, 3.09, -2.87)  -0.46
C (3.74, 4.28, -3.66)  -0.64
H (-0.22, 5.80, -2.77)  0.25
H (1.53, 5.70, -2.68)  0.27
H (0.54, 4.97, -1.35)  0.30
H (1.22, 1.89, -2.95)  0.08
H (0.57, 2.71, -1.55)  -0.39
H (2.96, 2.04, -1.28)  0.12
H (2.95, 3.75, -1.15)  0.36
H (4.56, 4.31, -4.37)  0.28
H (3.80, 5.19, -3.05)  0.27
H (2.81, 4.23, -4.22)  0.23
C (-4.53, 4.97, -1.24)  -0.77
O (-3.43, 4.42, -0.53)  -0.37
C (-3.07, 3.09, -0.75)  0.34
C (-2.32, 2.97, -2.10)  0.32
O (-3.16, 2.89, -3.29)  -0.50
C (-2.43, 3.05, -4.49)  -0.57
H (-5.38, 4.30, -1.15)  0.35
H (-4.35, 5.10, -2.31)  0.23
H (-4.84, 5.93, -0.82)  0.27
H (-3.96, 2.47, -0.69)  0.48
H (-2.33, 2.71, -0.04)  -0.83
H (-1.78, 2.03, -2.01)  -0.08
H (-1.58, 3.77, -2.16)  0.23
H (-3.11, 2.75, -5.29)  0.34
H (-1.59, 2.37, -4.62)  0.12
H (-2.02, 4.05, -4.66)  0.24

For the HOMO energy (alpha / beta), the calculation gives -8.5 / -8.8 eV. The multiplicity is 6. Its total charge is 0. The value obtained for the gap between HOMO and LUMO (alpha / beta) is 8.7 / 8.9 eV. Its LUMO energy (alpha / beta) is 0.1 / 0.1 eV.

9 unconnected molecules or ions with the total composition C28H78F3O34P8, computed with ωB97M-V/def2-TZVPD.

Last column: Mulliken charge in e.
Cartesian coordinates (Å):
C (0.29, 0.22, 0.70)  0.09
O (1.20, -0.34, 1.63)  -0.23
O (-0.42, 1.21, 1.48)  -0.86
C (1.04, 0.57, -0.69)  0.74
F (1.33, -0.47, -1.44)  -0.31
F (0.28, 1.24, -1.56)  -0.30
F (2.17, 1.25, -0.57)  -0.25
C (1.64, -1.65, 1.50)  -0.10
C (2.47, -1.83, 2.74)  -1.20
H (2.18, -1.57, 3.76)  0.31
H (2.69, -2.90, 2.71)  0.40
H (3.46, -1.39, 2.60)  0.20
H (2.27, -1.90, 0.65)  0.21
H (0.89, -2.44, 1.37)  0.25
H (-0.38, -0.61, 0.47)  0.04
C (-2.60, -1.37, 4.91)  -0.61
O (-3.92, -0.88, 4.91)  -0.28
P (-4.39, 0.62, 5.37)  1.04
O (-3.39, 1.65, 5.10)  -0.64
O (-5.73, 0.85, 4.44)  -0.31
C (-5.63, 0.85, 3.00)  -0.74
O (-4.96, 0.48, 6.89)  -0.35
C (-5.80, 1.41, 7.48)  -0.67
H (-2.24, -1.88, 4.02)  0.20
H (-2.52, -1.93, 5.85)  0.30
H (-2.05, -0.44, 5.06)  0.29
H (-6.21, 0.09, 2.48)  0.28
H (-4.67, 0.86, 2.48)  0.35
H (-6.12, 1.77, 2.67)  0.29
H (-6.79, 0.94, 7.48)  0.25
H (-5.67, 2.41, 7.07)  0.33
H (-5.67, 1.61, 8.55)  0.27
C (-8.00, 2.88, -4.72)  -0.63
O (-8.49, 1.63, -4.20)  -0.35
P (-7.58, 0.69, -3.23)  1.04
O (-7.25, 1.26, -1.89)  -0.61
O (-8.48, -0.66, -3.25)  -0.30
C (-9.81, -0.57, -2.74)  -0.72
O (-6.26, 0.26, -4.19)  -0.33
C (-4.94, 0.02, -3.53)  -0.59
H (-6.94, 2.96, -4.50)  0.28
H (-8.57, 3.50, -4.03)  0.28
H (-8.24, 3.24, -5.72)  0.25
H (-10.49, -1.16, -3.35)  0.27
H (-10.33, 0.39, -2.72)  0.31
H (-9.85, -1.06, -1.77)  0.29
H (-4.92, -0.04, -2.44)  0.30
H (-4.22, 0.83, -3.56)  0.30
H (-4.64, -0.96, -3.91)  0.21
C (-1.91, 6.66, -3.43)  -0.61
O (-1.67, 7.45, -2.26)  -0.35
P (-2.48, 7.47, -0.79)  0.90
O (-1.61, 7.15, 0.39)  -0.61
O (-3.68, 6.44, -1.06)  -0.25
C (-3.65, 5.13, -0.53)  -0.66
O (-3.18, 8.97, -0.76)  -0.33
C (-4.27, 9.34, 0.06)  -0.56
H (-2.90, 6.21, -3.53)  0.28
H (-1.22, 5.82, -3.56)  0.29
H (-1.65, 7.32, -4.25)  0.28
H (-2.86, 4.62, -1.07)  0.31
H (-4.52, 4.51, -0.72)  0.28
H (-3.53, 5.08, 0.55)  0.31
H (-4.70, 8.40, 0.40)  0.27
H (-5.05, 9.81, -0.54)  0.23
H (-3.83, 9.96, 0.85)  0.23
C (7.48, 5.04, -5.84)  -0.81
O (7.10, 4.05, -6.80)  -0.27
P (5.77, 4.20, -7.74)  1.00
O (5.91, 5.37, -8.66)  -0.68
O (4.42, 4.13, -6.79)  -0.31
C (4.40, 3.35, -5.57)  -0.43
O (5.88, 2.72, -8.33)  -0.28
C (6.93, 2.41, -9.19)  -0.64
H (8.52, 5.25, -6.06)  0.28
H (7.43, 4.75, -4.79)  0.30
H (6.92, 5.98, -5.87)  0.34
H (3.54, 3.63, -4.97)  0.28
H (5.30, 3.62, -5.01)  0.15
H (4.28, 2.27, -5.66)  0.24
H (7.48, 3.20, -9.70)  0.32
H (6.53, 1.77, -9.98)  0.24
H (7.58, 1.92, -8.47)  0.25
C (4.99, 2.34, 1.86)  -0.62
O (5.23, 3.42, 1.00)  -0.22
P (4.55, 4.89, 1.40)  0.99
O (3.28, 4.91, 2.13)  -0.60
O (5.77, 5.79, 2.10)  -0.41
C (6.41, 5.44, 3.34)  -0.60
O (4.42, 5.65, -0.08)  -0.22
C (4.06, 6.99, -0.09)  -0.74
H (5.91, 1.91, 2.26)  0.29
H (4.47, 1.50, 1.41)  0.11
H (4.32, 2.64, 2.66)  0.41
H (6.20, 6.18, 4.12)  0.27
H (7.48, 5.55, 3.17)  0.24
H (6.14, 4.45, 3.71)  0.26
H (4.85, 7.41, 0.52)  0.30
H (3.06, 7.12, 0.34)  0.32
H (3.96, 7.51, -1.05)  0.23
C (-2.47, -7.57, -1.16)  -0.79
O (-2.82, -6.35, -0.79)  -0.20
P (-4.08, -5.57, -1.52)  0.90
O (-5.43, -6.20, -1.33)  -0.68
O (-4.04, -4.01, -1.02)  -0.18
C (-4.39, -3.76, 0.40)  -0.67
O (-3.59, -5.36, -3.12)  -0.28
C (-4.33, -5.13, -4.30)  -0.64
H (-2.60, -8.20, -0.28)  0.30
H (-1.51, -7.79, -1.63)  0.29
H (-3.17, -8.00, -1.88)  0.32
H (-5.45, -3.65, 0.62)  0.26
H (-3.81, -2.98, 0.89)  0.35
H (-4.09, -4.68, 0.91)  0.23
H (-4.24, -4.07, -4.56)  0.21
H (-5.38, -5.41, -4.29)  0.32
H (-3.90, -5.75, -5.08)  0.26
C (6.22, -1.04, -2.25)  -0.73
O (7.23, -2.03, -2.35)  -0.35
P (7.02, -3.41, -1.57)  1.06
O (5.60, -3.81, -1.30)  -0.64
O (7.96, -4.52, -2.35)  -0.33
C (8.03, -5.81, -1.90)  -0.38
O (7.74, -3.17, -0.14)  -0.29
C (7.54, -4.00, 1.09)  -0.61
H (6.51, -0.30, -1.50)  0.31
H (5.25, -1.25, -1.79)  0.38
H (6.14, -0.55, -3.22)  0.23
H (8.99, -6.29, -2.05)  0.24
H (7.33, -6.37, -2.52)  0.23
H (7.82, -5.82, -0.83)  0.11
H (6.67, -3.71, 1.69)  0.25
H (8.41, -4.08, 1.74)  0.29
H (7.19, -5.01, 0.90)  0.22
C (1.74, -5.55, 7.25)  -0.63
O (1.11, -6.81, 7.44)  -0.38
P (-0.39, -7.04, 6.87)  1.08
O (-1.33, -6.04, 7.47)  -0.67
O (-0.20, -6.86, 5.24)  -0.26
C (-1.28, -7.31, 4.49)  -0.73
O (-0.85, -8.57, 7.14)  -0.31
C (-1.77, -8.78, 8.20)  -0.68
H (1.17, -4.95, 6.55)  0.36
H (2.65, -5.85, 6.75)  0.24
H (1.93, -5.21, 8.27)  0.23
H (-1.33, -6.79, 3.53)  0.29
H (-2.22, -6.99, 4.95)  0.34
H (-1.25, -8.37, 4.27)  0.26
H (-2.23, -9.76, 8.06)  0.23
H (-2.49, -7.98, 8.37)  0.34
H (-1.22, -8.81, 9.14)  0.29

For the HOMO energy, the calculation gives -3.3 eV. Its total charge is -1. The value obtained for the gap between HOMO and LUMO is 5.3 eV. Its LUMO energy is 2.0 eV.

8 unconnected molecules or ions with the total composition C28H78N6O10, computed with ωB97M-V/def2-TZVPD.

Last column: Mulliken charge in e.
Cartesian coordinates (Å):
C (1.99, -0.26, 4.15)  -0.66
O (1.16, -1.45, 4.01)  -0.52
C (0.71, -1.71, 2.77)  2.46
C (0.07, -3.12, 2.86)  -0.03
C (-0.97, -3.38, 1.84)  -0.88
N (-0.85, -3.22, 3.99)  -0.76
H (2.90, -0.14, 3.53)  -0.01
H (2.59, -0.48, 5.07)  0.37
H (1.51, 0.72, 4.06)  0.33
H (0.03, -0.90, 2.56)  -0.93
H (1.39, -1.63, 1.93)  -0.88
H (0.88, -3.82, 2.76)  0.35
H (-1.80, -2.65, 1.78)  0.26
H (-1.41, -4.42, 1.88)  0.39
H (-0.59, -3.39, 0.84)  -0.06
H (-0.35, -3.68, 4.72)  0.36
H (-0.78, -2.21, 4.30)  0.30
C (4.79, -1.95, 3.00)  -0.40
O (5.34, -1.90, 1.68)  -0.49
C (4.92, -0.79, 0.86)  0.22
C (5.06, -1.19, -0.64)  0.79
C (6.51, -1.49, -0.90)  -1.82
N (4.67, -0.20, -1.59)  -0.58
H (5.28, -2.75, 3.59)  0.33
H (3.67, -2.19, 3.04)  -0.15
H (4.89, -0.96, 3.50)  0.44
H (3.87, -0.56, 1.20)  -0.58
H (5.43, 0.17, 1.08)  0.52
H (4.64, -2.07, -0.93)  0.12
H (7.02, -2.04, -0.15)  0.41
H (7.08, -0.54, -0.91)  0.41
H (6.67, -1.89, -1.91)  0.39
H (5.19, 0.72, -1.61)  0.31
H (3.69, 0.01, -1.36)  0.03
C (-1.87, 0.91, 4.60)  -0.42
O (-2.20, 1.81, 3.57)  -0.46
C (-3.17, 1.21, 2.71)  -0.25
C (-3.51, 2.03, 1.55)  3.23
C (-3.98, 3.45, 2.02)  -1.97
N (-4.64, 1.34, 0.90)  -0.73
H (-1.12, 0.18, 4.21)  -0.03
H (-2.78, 0.28, 4.94)  0.31
H (-1.46, 1.61, 5.31)  0.32
H (-2.74, 0.30, 2.30)  -0.08
H (-4.16, 0.80, 3.16)  0.36
H (-2.72, 2.12, 0.82)  -1.84
H (-4.82, 3.54, 2.69)  0.43
H (-4.25, 4.06, 1.23)  0.50
H (-3.17, 4.05, 2.43)  0.34
H (-5.36, 1.84, 0.38)  0.34
H (-4.27, 0.70, 0.24)  0.24
C (-5.11, 6.99, -3.31)  -0.82
O (-4.87, 5.91, -2.46)  -0.31
C (-4.98, 4.64, -3.07)  -0.85
C (-4.48, 3.70, -1.99)  0.33
C (-3.03, 3.80, -1.61)  -1.88
N (-4.63, 2.34, -2.47)  -0.50
H (-4.16, 7.18, -3.93)  0.27
H (-5.55, 7.82, -2.78)  0.26
H (-5.86, 6.67, -4.01)  0.36
H (-6.03, 4.42, -3.21)  0.50
H (-4.41, 4.62, -4.03)  0.34
H (-5.06, 3.84, -1.12)  0.25
H (-2.86, 4.81, -1.27)  0.51
H (-2.41, 3.61, -2.46)  0.63
H (-2.76, 3.04, -0.92)  0.16
H (-3.88, 2.26, -3.20)  0.31
H (-5.56, 2.28, -2.93)  0.25
C (-0.55, -1.91, -3.82)  -1.21
O (-0.93, -0.93, -2.91)  0.06
C (-2.31, -0.83, -2.72)  -1.68
C (-2.57, -0.29, -1.36)  2.12
C (-1.92, -1.03, -0.19)  -0.68
N (-4.01, -0.24, -1.27)  -0.60
H (-0.72, -2.91, -3.49)  0.43
H (0.55, -1.89, -4.07)  0.30
H (-1.03, -1.79, -4.84)  0.28
H (-2.82, -0.24, -3.49)  0.24
H (-2.70, -1.86, -2.73)  0.58
H (-2.26, 0.80, -1.40)  -0.58
H (-0.86, -1.22, -0.40)  0.09
H (-2.37, -2.00, -0.19)  0.91
H (-1.96, -0.50, 0.74)  -0.87
H (-4.22, 0.72, -1.63)  0.01
H (-4.60, -0.86, -1.82)  0.38
C (1.31, -2.47, -1.28)  0.00
O (2.36, -3.29, -0.94)  -0.50
C (2.58, -3.56, 0.37)  1.65
C (3.54, -4.85, 0.55)  -0.27
C (3.76, -5.31, 2.05)  -1.34
N (4.87, -4.45, 0.22)  -0.74
H (1.27, -1.59, -0.63)  -0.13
H (0.33, -2.98, -1.43)  0.32
H (1.61, -2.02, -2.24)  -0.05
H (2.93, -2.68, 0.83)  -0.92
H (1.67, -3.71, 0.97)  -0.08
H (3.27, -5.69, -0.05)  0.54
H (4.46, -6.16, 2.08)  0.38
H (2.91, -5.82, 2.52)  0.39
H (4.01, -4.51, 2.71)  0.08
H (5.02, -3.54, 0.67)  0.22
H (4.85, -4.17, -0.77)  0.44
O (2.00, 0.92, -0.31)  0.13
C (1.67, 1.73, 0.75)  -0.70
C (0.17, 1.79, 0.84)  1.68
O (-0.25, 2.57, 1.70)  -0.80
H (1.63, 1.31, -1.12)  -0.12
H (2.23, 1.41, 1.72)  -0.01
H (1.94, 2.75, 0.56)  0.39
H (-0.24, 0.84, 1.09)  -0.63
H (-0.41, 1.87, -0.08)  -0.16
H (-1.13, 2.38, 2.13)  0.20
O (0.10, 1.24, -2.34)  -0.10
C (0.76, 1.76, -3.52)  -1.09
C (2.10, 1.02, -3.74)  0.22
O (2.74, 1.72, -4.57)  -0.52
H (-0.21, 0.38, -2.54)  0.29
H (0.15, 1.64, -4.35)  0.68
H (0.90, 2.82, -3.40)  0.41
H (2.02, -0.07, -3.95)  -0.02
H (2.76, 1.02, -2.87)  -0.03
H (2.21, 1.91, -5.31)  0.35

For the HOMO energy, the calculation gives -8.6 eV. As for the SMILES: COC[C@H](C)N.COC[C@H](C)N.COC[C@H](C)N.COC[C@H](C)N.COC[C@H](C)N.COC[C@H](C)N.OCCO.OCCO. Its total charge is 0. The value obtained for the gap between HOMO and LUMO is 8.8 eV. Its LUMO energy is 0.2 eV.

So what do the calculations give for energy? Going down the list: -3367.161517 -6702.676618 -2194.147535 Eh.
So what do the calculations give for relative energy (zero: lowest compared OMol25 entry of this formula, charge and spin)? Going down the list: 4.158 8.815 11.040 eV.